{
  "formula": "C34H48As2N6STi",
  "method": "ωB97M-V/def2-TZVPD",
  "symbols": ["Ti", "C", "C", "C", "C", "C", "C", "C", "N", "N", "C", "C", "C", "C", "C", "C", "N", "C", "C", "C", "C", "C", "C", "N", "H", "H", "H", "H", "H", "H", "H", "H", "H", "H", "H", "H", "H", "H", "H", "H", "H", "H", "H", "H", "C", "As", "C", "C", "C", "C", "C", "C", "C", "As", "C", "C", "H", "H", "H", "H", "H", "H", "H", "H", "H", "H", "H", "H", "H", "H", "H", "H", "C", "N", "C", "C", "S", "N", "C", "C", "H", "H", "H", "H", "H", "H", "H", "H", "H", "H", "H", "H"],
  "positions_angstrom": [[-0.22697, 0.05020, 0.15404], [-2.42647, -1.94884, 1.03483], [-2.62896, -1.09875, 2.29109], [-1.40423, -0.61890, 3.03593], [-1.44343, -0.61552, 4.42588], [-0.37523, -0.11883, 5.15491], [0.73980, 0.33820, 4.47315], [0.73356, 0.26928, 3.09670], [-0.31970, -0.16727, 2.38205], [-2.04239, -1.23824, -0.20590], [-3.13039, -0.37921, -0.71414], [-3.15982, 0.97049, -0.05685], [-4.31926, 1.72711, 0.00494], [-4.30035, 2.93074, 0.68802], [-3.12902, 3.32363, 1.31471], [-2.01203, 2.52323, 1.19692], [-2.01666, 1.38293, 0.49600], [-1.69242, -2.21095, -1.24929], [-0.95822, -1.54966, -2.38537], [-1.00247, -2.07648, -3.66600], [-0.27559, -1.46477, -4.67496], [0.46656, -0.33858, -4.36549], [0.45023, 0.13446, -3.06742], [-0.24692, -0.45452, -2.08714], [-1.65467, -2.68890, 1.23646], [-3.36843, -2.48427, 0.85730], [-3.28750, -0.25104, 2.08656], [-3.19160, -1.72484, 2.98402], [-2.31864, -0.99262, 4.93815], [-0.41134, -0.09734, 6.23635], [1.60192, 0.72369, 4.99935], [1.59283, 0.59903, 2.52024], [-2.99327, -0.24604, -1.78868], [-4.10457, -0.86064, -0.57027], [-5.22919, 1.36943, -0.45967], [-5.19078, 3.54155, 0.75220], [-3.08582, 4.23884, 1.88923], [-1.07782, 2.77866, 1.67854], [-1.04515, -2.96869, -0.80532], [-2.58370, -2.71198, -1.64822], [-1.60458, -2.95265, -3.87220], [-0.29639, -1.85450, -5.68424], [1.04239, 0.17461, -5.12332], [1.00646, 1.01562, -2.78769], [4.80577, 0.21986, -1.11104], [3.30900, 0.11242, 0.16457], [4.14848, -1.18731, 1.36801], [3.60731, 1.76033, 1.17856], [4.67583, 1.90356, 2.06132], [4.83130, 3.05613, 2.81554], [3.91137, 4.08854, 2.69488], [2.84957, 3.96625, 1.81171], [2.68950, 2.81069, 1.05047], [1.23252, 2.63445, -0.21962], [0.38735, 4.39969, -0.08470], [2.21467, 3.00318, -1.87733], [5.73551, 0.43930, -0.58937], [4.63411, 0.99093, -1.85860], [4.90223, -0.74086, -1.61658], [5.19372, -0.95189, 1.55392], [4.09123, -2.17087, 0.90329], [3.60568, -1.23397, 2.31072], [5.40260, 1.10884, 2.16734], [5.66855, 3.14898, 3.49459], [4.02360, 4.99169, 3.27999], [2.15362, 4.78863, 1.71918], [0.01619, 4.59244, 0.92008], [-0.45437, 4.43221, -0.77570], [1.09155, 5.18298, -0.35804], [2.92610, 3.80881, -1.70789], [1.51332, 3.31106, -2.65232], [2.76012, 2.12259, -2.20809], [1.05115, -5.44134, -1.87218], [1.47040, -4.25664, -1.12623], [2.01210, -3.19008, -1.95212], [1.19943, -4.08252, 0.18567], [1.05760, -2.53034, 0.87352], [1.15190, -5.17624, 0.96698], [1.98973, -6.35064, 0.69951], [0.63125, -5.10556, 2.32224], [0.55101, -5.11655, -2.78628], [0.35218, -6.03112, -1.28897], [1.89594, -6.06843, -2.16076], [2.80508, -3.59926, -2.58016], [2.41786, -2.39897, -1.32886], [1.24766, -2.76178, -2.60435], [2.69107, -6.14642, -0.10327], [1.39347, -7.22670, 0.44289], [2.56350, -6.58184, 1.59668], [-0.18382, -4.38847, 2.37852], [1.40141, -4.80540, 3.03610], [0.26049, -6.09056, 2.59917]],
  "lumo_ha": [-0.166, -0.170],
  "e_above_lowest_kj_mol": 22.4,
  "homo_lumo_gap_ev": [7.3904, 8.3819],
  "charge": 2,
  "spin_multiplicity": 3
}

{
  "formula": "C34H48BBrKN8O2S",
  "method": "ωB97M-V/def2-TZVPD",
  "symbols": ["K", "C", "C", "C", "C", "N", "N", "B", "N", "N", "C", "C", "C", "C", "C", "C", "C", "C", "N", "N", "C", "C", "C", "C", "C", "C", "C", "C", "C", "C", "C", "C", "H", "H", "H", "H", "H", "H", "H", "H", "H", "H", "H", "H", "H", "H", "H", "H", "H", "H", "H", "H", "H", "H", "H", "H", "H", "H", "H", "H", "H", "H", "H", "H", "H", "H", "H", "H", "H", "H", "H", "H", "O", "N", "C", "C", "C", "C", "C", "S", "H", "H", "H", "H", "O", "C", "C", "C", "N", "C", "Br", "C", "H", "H", "H", "H"],
  "positions_angstrom": [[0.04317, 0.15832, 2.10818], [2.64950, -1.07298, -3.18775], [2.79482, -0.75389, -1.73645], [3.96317, -0.78118, -0.99485], [3.58680, -0.37323, 0.29920], [2.28936, -0.12000, 0.33926], [1.80352, -0.35219, -0.91595], [0.32458, 0.10852, -1.09822], [-0.26082, -0.30007, -2.46851], [-0.27511, -1.62646, -2.73114], [-0.92565, -1.78390, -3.87161], [-1.35673, -0.53725, -4.36345], [-0.92642, 0.38390, -3.42510], [-1.20048, 1.85422, -3.42360], [-1.12943, -3.17023, -4.43925], [0.23052, -3.83263, -4.68145], [-1.89915, -3.09491, -5.75640], [-1.92109, -4.01253, -3.43233], [0.26032, 1.63103, -0.84051], [-0.71682, 2.08356, -0.02718], [-0.58326, 3.39652, 0.05371], [0.51067, 3.81877, -0.72071], [1.02655, 2.66396, -1.26300], [2.21105, 2.52821, -2.16256], [-1.49594, 4.22118, 0.92985], [-0.75098, 4.59572, 2.21781], [-2.74614, 3.42061, 1.29366], [-1.89939, 5.49639, 0.18365], [4.47909, -0.16966, 1.49902], [3.67662, 0.35780, 2.68658], [5.56407, 0.85338, 1.13830], [5.14629, -1.50006, 1.86774], [3.64128, -1.10419, -3.64001], [2.05191, -0.32661, -3.71016], [2.15836, -2.03243, -3.33870], [4.94030, -1.05571, -1.35866], [-0.36038, -0.42223, -0.26126], [-1.92742, -0.32061, -5.25120], [-1.93073, 2.06382, -4.20606], [-0.30978, 2.44756, -3.63296], [-1.60952, 2.19696, -2.47266], [0.83239, -3.24319, -5.37651], [0.09977, -4.83538, -5.09895], [0.78007, -3.91832, -3.74375], [-1.35363, -2.50865, -6.49874], [-2.87914, -2.63546, -5.61321], [-2.04992, -4.09934, -6.15980], [-1.39075, -4.05419, -2.48132], [-2.06092, -5.03042, -3.80867], [-2.90295, -3.57080, -3.25054], [0.90402, 4.81544, -0.84440], [2.75618, 3.47169, -2.17995], [1.90909, 2.29787, -3.18803], [2.89254, 1.74568, -1.83330], [-0.52368, 3.70312, 2.80383], [-1.37246, 5.25011, 2.83521], [0.18382, 5.11509, 1.99431], [-2.47329, 2.49264, 1.79184], [-3.31955, 3.15903, 0.40218], [-3.38203, 4.00453, 1.96477], [-1.02680, 6.10613, -0.06109], [-2.57156, 6.09833, 0.80050], [-2.41332, 5.25196, -0.74831], [3.18331, 1.29800, 2.43577], [4.34064, 0.53245, 3.53726], [2.91809, -0.35996, 2.99932], [5.11375, 1.81173, 0.87265], [6.15748, 0.51182, 0.28832], [6.23674, 1.00998, 1.98587], [4.39609, -2.25374, 2.10867], [5.79971, -1.37465, 2.73592], [5.74858, -1.87365, 1.03732], [-2.58484, -0.20995, 2.60564], [-3.33320, 0.60137, 3.30176], [-4.63787, 0.69819, 2.94935], [-5.52191, 1.52454, 3.58691], [-5.04730, 2.30230, 4.64596], [-3.72646, 2.20621, 4.99611], [-2.81160, 1.35449, 4.33511], [-1.16924, 1.27123, 4.77775], [-4.88971, 0.06414, 2.11280], [-6.54951, 1.55952, 3.25476], [-5.70479, 2.97584, 5.18092], [-3.31986, 2.79730, 5.80412], [-0.78768, -6.56618, 3.01065], [-0.55140, -5.23002, 3.06656], [-1.42104, -4.28418, 2.53998], [-1.08317, -2.94778, 2.64569], [0.04736, -2.52396, 3.22139], [0.83567, -3.44535, 3.73027], [2.39335, -2.81040, 4.62021], [0.61294, -4.80923, 3.69322], [-1.61229, -6.71954, 2.53712], [-2.34604, -4.57481, 2.05743], [-1.75210, -2.17258, 2.28540], [1.30170, -5.51650, 4.12843]],
  "lumo_ha": 0.077,
  "e_above_lowest_kj_mol": 36.2,
  "homo_lumo_gap_ev": 6.4319,
  "charge": -1
}

{
  "formula": "C34H48BaN3O4P2S2Se",
  "method": "ωB97M-V/def2-TZVPD",
  "symbols": ["Ba", "C", "P", "C", "N", "C", "C", "C", "C", "C", "C", "N", "C", "P", "C", "C", "C", "C", "C", "C", "C", "C", "C", "H", "H", "H", "H", "H", "H", "H", "H", "H", "H", "H", "H", "H", "H", "H", "H", "H", "H", "H", "H", "H", "H", "H", "H", "H", "H", "H", "H", "N", "C", "C", "O", "O", "H", "H", "H", "H", "O", "S", "C", "C", "C", "C", "C", "C", "C", "C", "C", "C", "C", "C", "H", "H", "H", "H", "H", "H", "H", "H", "H", "H", "Se", "C", "S", "C", "O", "H", "H", "H", "H", "H", "H"],
  "positions_angstrom": [[2.23261, -0.67010, -1.06135], [-0.50779, 2.22924, 0.52590], [-1.25540, 0.56369, 0.71931], [-2.00553, 0.85545, 2.39925], [-3.23408, 1.28287, 2.51378], [-3.70094, 1.55398, 3.76624], [-5.02669, 2.01241, 3.93007], [-5.49338, 2.32236, 5.17715], [-4.65700, 2.18964, 6.30748], [-3.37065, 1.74796, 6.16949], [-2.87095, 1.41744, 4.89023], [-1.59926, 0.94361, 4.76649], [-1.17851, 0.63143, 3.56912], [0.52291, -0.06208, 3.33945], [1.23807, 0.47297, 4.94718], [0.21549, -1.89562, 3.65570], [1.57171, -2.47226, 4.08000], [-0.19225, -2.56596, 2.34318], [-0.84240, -2.16366, 4.72314], [-2.71820, 0.60794, -0.44288], [-3.71966, -0.47277, -0.02633], [-2.11145, 0.20172, -1.79622], [-3.40187, 1.96567, -0.59773], [-1.19625, 3.02834, 0.80312], [-0.18134, 2.35651, -0.50830], [0.38911, 2.27685, 1.14448], [-5.64219, 2.11051, 3.04480], [-6.50924, 2.67436, 5.30523], [-5.04331, 2.43865, 7.28783], [-2.70932, 1.62974, 7.01825], [0.73766, 0.04943, 5.81705], [1.16678, 1.56007, 5.01248], [2.29191, 0.19369, 4.95151], [2.33946, -2.25558, 3.32850], [1.48311, -3.56112, 4.13926], [1.88465, -2.10653, 5.06028], [0.60221, -2.46308, 1.59899], [-1.12457, -2.15969, 1.94206], [-0.33695, -3.63536, 2.52702], [-0.65276, -1.61978, 5.65039], [-0.84227, -3.23381, 4.95436], [-1.84448, -1.89744, 4.38029], [-3.21120, -1.41222, 0.20796], [-4.40975, -0.66870, -0.85297], [-4.29735, -0.16578, 0.84422], [-1.73033, -0.82102, -1.75044], [-1.29191, 0.85897, -2.09834], [-2.88335, 0.24879, -2.57242], [-3.74888, 2.36130, 0.35527], [-4.26615, 1.85556, -1.26244], [-2.72444, 2.68762, -1.05582], [1.93074, 3.91019, -1.25580], [2.24177, 3.45067, -2.61621], [2.06959, 1.93481, -2.69885], [3.09240, 1.24112, -2.92732], [0.92897, 1.44946, -2.45991], [2.37757, 4.80319, -1.08774], [2.31678, 3.25586, -0.57797], [3.26344, 3.68061, -2.93154], [1.54448, 3.91746, -3.31947], [0.29734, -2.07880, -2.61298], [-0.07712, -1.39719, -3.89316], [-0.54951, -2.74798, -4.98318], [-0.51309, -4.03984, -4.49138], [-0.90137, -5.08603, -5.31960], [-1.32510, -4.83100, -6.61468], [-1.36618, -3.52542, -7.09167], [-0.98178, -2.47606, -6.27392], [1.45925, -0.98708, -4.71305], [2.56556, -1.80025, -4.52894], [3.76497, -1.43657, -5.11958], [3.83623, -0.28628, -5.89350], [2.71903, 0.50959, -6.07527], [1.51745, 0.16866, -5.47119], [-0.18395, -4.20632, -3.47370], [-0.87270, -6.10186, -4.94718], [-1.62878, -5.64845, -7.25599], [-1.70027, -3.32655, -8.10188], [-1.00845, -1.45563, -6.63827], [2.48706, -2.69889, -3.92868], [4.64559, -2.04606, -4.96501], [4.77974, 0.00311, -6.33798], [2.78953, 1.42188, -6.65333], [0.65207, 0.81597, -5.54125], [3.72518, -2.23266, 0.91295], [5.22250, 0.89637, 1.62254], [3.46655, 0.93315, 1.96338], [3.47536, 2.53270, 2.82074], [2.80094, 1.32544, 0.64703], [5.48403, 1.78573, 1.04728], [5.38403, -0.03556, 1.07713], [5.75194, 0.86550, 2.57627], [4.01471, 2.44383, 3.76431], [2.43214, 2.78118, 3.01508], [3.92772, 3.29179, 2.18218]],
  "lumo_ha": 0.070,
  "e_above_lowest_kj_mol": 0.0,
  "homo_lumo_gap_ev": 4.3794,
  "charge": -1
}

{
  "formula": "C34H48F6MgNO28S2",
  "method": "ωB97M-V/def2-TZVPD",
  "symbols": ["Mg", "C", "F", "F", "F", "S", "O", "O", "N", "S", "O", "O", "C", "F", "F", "F", "C", "C", "C", "O", "C", "O", "O", "H", "H", "H", "H", "H", "H", "C", "C", "C", "O", "C", "O", "O", "H", "H", "H", "H", "H", "H", "C", "C", "C", "O", "C", "O", "O", "H", "H", "H", "H", "H", "H", "C", "C", "C", "O", "C", "O", "O", "H", "H", "H", "H", "H", "H", "C", "C", "C", "O", "C", "O", "O", "H", "H", "H", "H", "H", "H", "C", "C", "C", "O", "C", "O", "O", "H", "H", "H", "H", "H", "H", "C", "C", "C", "O", "C", "O", "O", "H", "H", "H", "H", "H", "H", "C", "C", "C", "O", "C", "O", "O", "H", "H", "H", "H", "H", "H"],
  "positions_angstrom": [[0.70787, 3.49721, -0.75010], [0.14231, -0.40455, -1.79153], [-0.89309, 0.44116, -2.03445], [-0.34533, -1.66193, -1.55917], [0.89824, -0.50976, -2.85706], [1.35581, 0.26672, -0.39022], [1.43911, -0.74742, 0.58062], [2.60072, 0.47680, -1.09728], [0.50969, 1.82632, -0.03316], [-0.53742, 1.27210, 1.17042], [-1.56945, 2.32114, 1.32089], [-1.15702, -0.02513, 1.11369], [0.39928, 1.47259, 2.86556], [-0.48682, 1.55039, 3.88015], [1.18700, 0.36455, 3.05584], [1.15600, 2.61010, 2.80716], [4.99523, -1.63865, 1.80088], [5.37322, -0.37195, 1.06316], [4.42550, 0.77572, 1.28758], [5.03370, 1.50121, 2.32994], [6.31580, 1.12755, 2.36691], [7.22264, 1.55355, 3.08399], [6.58208, 0.15353, 1.53266], [5.45315, -2.47168, 1.26752], [3.94316, -1.91410, 1.72748], [5.36642, -1.73391, 2.82129], [5.42382, -0.66361, 0.01412], [3.41211, 0.50209, 1.58130], [4.43793, 1.43301, 0.41815], [1.70969, 4.57946, -6.85915], [0.82234, 3.95410, -5.76402], [0.40965, 2.39289, -5.94602], [0.06912, 2.04859, -4.64089], [0.81134, 2.83886, -3.84069], [0.60319, 2.88570, -2.60092], [1.46394, 3.68280, -4.51417], [2.61386, 4.06290, -7.18125], [2.13077, 5.43027, -6.32351], [1.05900, 4.78098, -7.71008], [-0.04793, 4.60702, -5.69748], [1.14225, 1.78168, -6.47311], [-0.53050, 2.30023, -6.48974], [-2.78812, -2.97398, 1.12339], [-3.04003, -2.45616, 2.58418], [-4.25912, -3.05240, 3.24857], [-3.69446, -3.62729, 4.43682], [-2.38120, -3.53812, 4.49632], [-1.68850, -4.02396, 5.38902], [-2.01274, -2.97130, 3.41389], [-1.79777, -2.67270, 0.78199], [-3.56581, -2.68668, 0.41573], [-2.75754, -4.06032, 1.03967], [-3.23312, -1.38401, 2.62025], [-4.69695, -3.81941, 2.60975], [-4.85086, -2.18649, 3.54545], [-2.67308, 2.35416, 6.33578], [-3.79962, 1.33244, 5.98094], [-3.34697, 0.08562, 5.34903], [-3.66459, -0.90677, 6.28800], [-4.31999, -0.37250, 7.29545], [-4.92153, -1.01443, 8.17792], [-4.22194, 0.92023, 7.24352], [-1.84027, 1.75841, 6.70946], [-3.10493, 2.89307, 7.17909], [-2.45995, 3.01821, 5.49810], [-4.53481, 1.88649, 5.39731], [-2.36009, 0.15642, 4.89170], [-4.04781, 0.03005, 4.51606], [-0.62492, -2.21816, -5.75416], [-1.60839, -3.38983, -5.91333], [-2.95134, -3.36934, -5.29299], [-3.89384, -3.06887, -6.27910], [-3.30455, -3.01081, -7.46310], [-3.84362, -2.81032, -8.54223], [-1.96608, -3.30018, -7.25785], [0.37323, -2.55421, -6.03497], [-0.69091, -2.04038, -4.68078], [-0.98856, -1.34458, -6.29520], [-1.18077, -4.37843, -5.74631], [-2.97296, -2.66989, -4.45727], [-3.18846, -4.30520, -4.78701], [1.44100, -2.21099, 8.17627], [0.99097, -2.63205, 6.75045], [0.61131, -1.43492, 5.86983], [1.11574, -1.84461, 4.58577], [2.13796, -2.73460, 4.80833], [2.96323, -3.06360, 3.94485], [2.17609, -2.96812, 6.15562], [2.16658, -2.86858, 8.65503], [0.57929, -2.09649, 8.83386], [1.90401, -1.22431, 8.16270], [0.26531, -3.44111, 6.83370], [1.14426, -0.52703, 6.15226], [-0.42772, -1.11708, 5.78338], [-4.04982, 0.13404, -1.80960], [-4.44397, -0.65230, -3.15014], [-5.88994, -0.34730, -3.60129], [-5.71693, 0.17530, -4.84932], [-4.45514, 0.16621, -5.24905], [-3.98176, 0.45239, -6.33233], [-3.69257, -0.26291, -4.23431], [-2.99647, 0.07671, -1.53526], [-4.65220, -0.27828, -1.00014], [-4.35791, 1.17949, -1.82471], [-4.16522, -1.69962, -3.03389], [-6.48907, 0.35090, -3.01677], [-6.53607, -1.21737, -3.71792], [6.08487, 1.81623, -3.45832], [5.99846, 2.70040, -2.21151], [5.84264, 4.19503, -2.58894], [4.58778, 4.72298, -2.15458], [3.98806, 3.63270, -1.51555], [2.85519, 3.59305, -1.07876], [4.66663, 2.56501, -1.56459], [5.94413, 0.83913, -2.99617], [7.04205, 1.84038, -3.97922], [5.29540, 2.10820, -4.15084], [6.80703, 2.42172, -1.53574], [5.87338, 4.34595, -3.66801], [6.62801, 4.72851, -2.05351]],
  "lumo_ha": -0.191,
  "e_above_lowest_kj_mol": 286.8,
  "homo_lumo_gap_ev": 6.8923,
  "charge": 1
}